No. 1
{"formula": "C3H8O3Si", "method": "ωB97M-V/def2-TZVPD", "elements": ["Si", "O", "O", "O", "C", "C", "C", "H", "H", "H", "H", "H", "H", "H", "H"], "xyz": [[-0.3481, -0.3226, 0.4816], [-1.2892, -0.9281, -0.6761], [-0.9217, -0.5823, 1.9149], [1.4522, -1.6752, 0.9620], [-1.1257, -1.2157, -1.9996], [0.7079, 1.1900, 0.3580], [0.5102, 2.4801, 0.6908], [-1.8668, -0.6396, -2.6916], [1.9658, -1.0436, 1.4843], [-1.2540, -2.3164, -2.2496], [-0.1120, -0.9013, -2.3469], [1.6813, 1.0026, 0.0133], [-0.3677, 2.8929, 1.2074], [-0.2817, -1.2969, 2.3337], [1.2494, 3.3562, 0.5179]], "multiplicity": 1, "total_energy_ev": -17260.7766, "total_charge": 0, "largest_force_ev_per_a": 4.46}



No. 2
{"formula": "C3H8O4", "method": "ωB97M-V/def2-TZVPD", "elements": ["O", "O", "O", "O", "C", "C", "C", "H", "H", "H", "H", "H", "H", "H", "H"], "xyz": [[0.4354, -1.0200, 1.1971], [-0.4023, 2.0937, -0.3711], [-3.1971, -1.0022, -0.5365], [2.4332, -1.0552, -0.5306], [0.5162, -0.0155, 0.4855], [1.6004, 0.1153, -0.5183], [-0.5608, 1.0442, 0.5824], [1.1834, 0.1677, -1.4821], [-3.8697, -1.3884, 0.0508], [-1.5827, 0.6060, 0.2783], [1.8422, -1.7908, -0.7184], [0.1478, 2.8521, -0.1610], [2.1419, 0.9999, -0.2010], [-2.6493, -1.7798, -0.7457], [-0.7023, 1.3388, 1.6109]], "multiplicity": 1, "total_energy_ev": -11429.4550, "smiles": "O=C(CO)CO.O", "total_charge": 0, "largest_force_ev_per_a": 2.97}



No. 3
{"formula": "C3H8OS", "method": "ωB97M-V/def2-TZVPD", "elements": ["S", "O", "C", "C", "C", "H", "H", "H", "H", "H", "H", "H", "H"], "xyz": [[-1.1854, 2.3161, -2.0696], [0.2777, -0.3974, 1.0472], [0.4057, -2.6786, 1.1502], [0.1101, 2.7000, -0.8009], [0.2087, -1.4724, 0.3421], [0.8093, 3.2972, -1.4170], [0.4879, 1.7655, -0.3248], [-0.1350, -1.4198, -0.6697], [-0.3842, 3.3519, -0.0989], [1.3956, -3.1462, 1.0421], [-1.8455, 1.3938, -1.2927], [0.3348, -2.3421, 2.1658], [-0.4797, -3.3681, 0.9263]], "multiplicity": 1, "total_energy_ev": -16122.1190, "smiles": "CC=O.CS", "total_charge": 0, "largest_force_ev_per_a": 6.69}



No. 4
{"formula": "C3H8OS", "method": "ωB97M-V/def2-TZVPD", "elements": ["S", "O", "C", "C", "C", "H", "H", "H", "H", "H", "H", "H", "H"], "xyz": [[1.2523, -0.7430, -0.9203], [-1.3503, 1.4239, 0.3427], [-0.2990, -0.7773, -1.8825], [-0.2858, 1.1060, 0.7948], [-0.0972, 0.2704, 2.1197], [-0.9337, -0.4112, 2.1890], [-0.3520, -1.6265, -2.5721], [0.9390, -0.1541, 2.1302], [0.6263, 1.5155, 0.2937], [-1.1868, -1.0558, -1.1804], [2.0723, -0.7354, -2.0054], [-0.3374, 0.2796, -2.3041], [-0.0476, 0.9078, 2.9948]], "multiplicity": 1, "total_energy_ev": -16122.2304, "smiles": "CC=O.CS", "total_charge": 0, "largest_force_ev_per_a": 2.22}



No. 5
{"formula": "C3H8OS", "method": "ωB97M-V/def2-TZVPD", "elements": ["S", "O", "C", "C", "C", "H", "H", "H", "H", "H", "H", "H", "H"], "xyz": [[0.3073, -1.6810, -0.5133], [-1.9947, 0.6559, 0.4562], [-2.5568, 0.6156, -0.6578], [1.2205, 0.1760, 1.0165], [1.7129, -0.5693, -0.2097], [-0.8128, -0.9099, -0.6386], [2.0037, 0.7708, 1.2764], [2.6243, -1.1472, 0.0092], [-3.7045, 0.6947, -0.6508], [1.7694, 0.0979, -1.0468], [0.9939, -0.5453, 1.8271], [0.3777, 0.9185, 0.7019], [-1.9410, 0.9233, -1.5703]], "multiplicity": 1, "total_energy_ev": -16121.2530, "smiles": "C=O.CCS", "total_charge": 0, "largest_force_ev_per_a": 4.10}



No. 6
{"formula": "C3H8OS", "method": "ωB97M-V/def2-TZVPD", "elements": ["S", "O", "C", "C", "C", "H", "H", "H", "H", "H", "H", "H", "H"], "xyz": [[-2.1977, 0.1320, 0.4688], [0.6636, 1.6336, 0.7656], [1.8434, 0.9969, 0.5389], [-1.6777, -0.8985, -0.8622], [1.9592, -0.3273, 0.4969], [-1.7655, -1.9584, -0.5894], [-2.9025, 1.0977, -0.1906], [-0.1046, 1.0344, 0.5676], [1.3225, -1.0901, 0.9231], [2.8924, -0.7280, 0.1138], [-0.5819, -0.8588, -0.9104], [-2.1256, -0.7188, -1.8301], [2.6745, 1.6854, 0.5079]], "multiplicity": 1, "total_energy_ev": -16122.0155, "smiles": "C=CO.CS", "total_charge": 0, "largest_force_ev_per_a": 2.16}



No. 7
{"formula": "C3H8OS", "method": "ωB97M-V/def2-TZVPD", "elements": ["S", "O", "C", "C", "C", "H", "H", "H", "H", "H", "H", "H", "H"], "xyz": [[1.7013, -4.0293, -0.7648], [-0.2633, 3.3619, -0.8163], [-0.8740, 3.0528, 1.3869], [0.0974, 3.2033, 0.4826], [-0.0668, -3.5735, -0.9102], [1.1072, 3.1003, 0.8614], [-0.7990, 3.0921, 2.4648], [-0.5155, -3.6011, 0.0691], [1.6686, -4.6069, 0.4522], [-1.9166, 3.2132, 1.1246], [-0.1286, -2.5942, -1.3775], [-0.4983, -4.2414, -1.6505], [0.4878, 3.6228, -1.3225]], "multiplicity": 1, "total_energy_ev": -16121.9049, "smiles": "C=CO.CS", "total_charge": 0, "largest_force_ev_per_a": 2.50}



No. 8
{"formula": "C3H8OS2", "method": "ωB97M-V/def2-TZVPD", "elements": ["S", "S", "O", "C", "C", "C", "H", "H", "H", "H", "H", "H", "H", "H"], "xyz": [[-2.1229, -1.3121, 1.4871], [0.8284, -1.1765, 1.5834], [-0.7797, 0.0863, -0.1756], [1.1915, 1.4511, -0.5308], [-0.6359, -1.1715, 0.3768], [0.0912, 0.5883, -1.1781], [1.7051, 1.9535, -1.3197], [0.7651, 2.2140, 0.1963], [1.9130, 0.7941, 0.1029], [-2.7491, -2.3212, 0.8627], [-0.3971, -2.0620, -0.3260], [0.4063, -0.0836, -1.9070], [0.4392, -0.1875, 2.4978], [-0.6552, 1.2270, -1.6699]], "multiplicity": 1, "total_energy_ev": -26957.0980, "smiles": "CCOC(S)S", "total_charge": 0, "largest_force_ev_per_a": 3.53}



No. 9
{"formula": "C3H8OS2", "method": "ωB97M-V/def2-TZVPD", "elements": ["S", "S", "O", "C", "C", "C", "H", "H", "H", "H", "H", "H", "H", "H"], "xyz": [[-0.2877, 0.6571, 0.7056], [-1.8069, -0.5577, 1.6331], [1.2108, -1.2381, -1.5007], [-1.2404, 0.6719, -0.9254], [2.6278, 0.6058, -0.7159], [1.8027, 0.0028, -1.6804], [-2.3594, 0.8639, -0.8552], [3.4539, 1.2177, -0.9925], [2.8749, 0.0620, 0.2406], [1.6183, 0.4471, -2.6831], [-0.6452, 1.3731, -1.5372], [-1.0778, -1.0746, 2.5976], [1.7853, -1.9097, -1.0686], [-0.9629, -0.3468, -1.1855]], "multiplicity": 1, "total_energy_ev": -26956.4783, "smiles": "C=CO.CSS", "total_charge": 0, "largest_force_ev_per_a": 3.76}



No. 10
{"formula": "C3H8OS2", "method": "ωB97M-V/def2-TZVPD", "elements": ["S", "S", "O", "C", "C", "C", "H", "H", "H", "H", "H", "H", "H", "H"], "xyz": [[-1.1127, 0.0957, -0.7050], [-0.3381, 0.9672, 1.0497], [1.8020, -2.7158, -0.4326], [-1.0861, -0.1394, 2.2863], [2.2452, -1.5760, -0.4954], [-0.7399, 1.4289, -1.8847], [1.6224, -0.6869, -0.1820], [0.3504, 1.6125, -1.9726], [-1.1283, 1.0412, -2.8691], [-2.2022, -0.0892, 2.2112], [-0.7110, -1.1655, 2.1706], [3.3015, -1.3709, -0.8151], [-0.7486, 0.2596, 3.2379], [-1.2548, 2.3386, -1.5993]], "multiplicity": 1, "total_energy_ev": -26957.5503, "smiles": "CSSC.C=O", "total_charge": 0, "largest_force_ev_per_a": 2.09}



No. 11
{"formula": "C3H8OS2", "method": "ωB97M-V/def2-TZVPD", "elements": ["S", "S", "O", "C", "C", "C", "H", "H", "H", "H", "H", "H", "H", "H"], "xyz": [[2.6526, -0.3004, -0.2366], [1.7705, -2.0763, -0.2101], [-3.5480, -2.6136, 0.2659], [1.1994, 0.6145, -0.6403], [0.0000, 0.0000, 0.0000], [0.1116, -1.4509, -0.0100], [1.2268, 1.6503, -0.2505], [-0.8779, 0.3780, -0.5585], [-0.2438, -1.8657, 0.9528], [1.0015, 0.6693, -1.7280], [-0.0791, 0.3686, 1.0408], [-3.1965, -3.5284, 0.3546], [-3.3132, -2.1743, 1.1145], [-0.5122, -1.8856, -0.8145]], "multiplicity": 1, "total_energy_ev": -26958.2571, "smiles": "C1CSSC1.O", "total_charge": 0, "largest_force_ev_per_a": 3.45}



No. 12
{"formula": "C3H8OSi", "method": "ωB97M-V/def2-TZVPD", "elements": ["Si", "O", "C", "C", "C", "H", "H", "H", "H", "H", "H", "H", "H"], "xyz": [[-0.6020, 0.5700, -1.2347], [-0.5771, -0.2635, 0.8683], [-1.0683, -2.4123, 1.7999], [0.5242, 2.1531, -1.2552], [-1.1357, -1.4791, 0.8232], [-0.1136, -0.5455, -1.9437], [1.5747, 2.2167, -1.7101], [-1.7615, -1.7656, -0.0043], [-0.3517, -2.3348, 2.6559], [-2.0400, 0.6812, -1.6490], [-0.2556, 2.7461, -1.7947], [-1.5460, -3.4140, 1.7348], [0.6417, 2.5774, -0.3270]], "multiplicity": 1, "total_energy_ev": -13163.2739, "total_charge": 0, "largest_force_ev_per_a": 4.00}



No. 13
{"formula": "C3H8P2", "method": "ωB97M-V/def2-TZVPD", "elements": ["P", "P", "C", "C", "C", "H", "H", "H", "H", "H", "H", "H", "H"], "xyz": [[-0.4430, 2.3507, -3.0926], [-1.5685, 0.0628, -1.1597], [-0.3542, 0.9684, -1.7659], [0.3147, -0.6141, 1.7543], [0.7601, -2.0417, 1.7520], [1.7956, -2.0760, 2.1188], [0.1039, -0.0839, 0.8263], [0.0947, -2.5546, 2.4427], [0.7831, -2.4476, 0.6833], [-1.7716, 2.5954, -3.0258], [-0.1446, -0.1180, 2.7390], [0.6615, 0.7083, -1.2892], [-0.2317, 3.2500, -1.9831]], "multiplicity": 1, "total_energy_ev": -21813.0278, "total_charge": 0, "largest_force_ev_per_a": 2.91}



No. 14
{"formula": "C3H8S", "method": "ωB97M-V/def2-TZVPD", "elements": ["S", "C", "C", "C", "H", "H", "H", "H", "H", "H", "H", "H"], "xyz": [[-1.7840, -1.1635, 1.3415], [-0.2923, -0.9079, 0.2581], [-0.3535, 0.5071, -0.3117], [1.0369, 1.0711, -0.5734], [-0.9148, 0.6239, -1.2419], [1.4628, 1.4756, 0.3491], [1.7627, 0.3564, -0.9665], [1.0177, 1.8988, -1.2833], [-0.1355, -1.6967, -0.4688], [0.5821, -0.8843, 0.9100], [-0.8730, 1.1795, 0.3695], [-1.5090, -2.4599, 1.6175]], "multiplicity": 1, "total_energy_ev": -14075.7372, "smiles": "CCCS", "total_charge": 0, "largest_force_ev_per_a": 1.29}



No. 15
{"formula": "C3H8S2", "method": "ωB97M-V/def2-TZVPD", "elements": ["S", "S", "C", "C", "C", "H", "H", "H", "H", "H", "H", "H", "H"], "xyz": [[1.8128, 0.9937, -0.0888], [2.4867, -0.5148, 1.7221], [-0.6169, -0.1975, 0.3037], [-0.0413, 1.1842, 0.0356], [-1.3542, -0.7384, -0.8948], [-1.3296, -0.3186, -1.8834], [-0.1998, 1.6980, -0.9410], [-2.3963, -0.8680, -0.6233], [3.6299, -0.1414, 1.1009], [-1.0961, -0.4278, 1.2373], [-0.9743, -1.7399, -1.1703], [0.1790, -0.9029, 0.4255], [-0.0998, 1.9733, 0.7765]], "multiplicity": 1, "total_energy_ev": -24909.3232, "smiles": "CCCSS", "total_charge": 0, "largest_force_ev_per_a": 3.30}



No. 16
{"formula": "C3H8Se", "method": "ωB97M-V/def2-TZVPD", "elements": ["Se", "C", "C", "C", "H", "H", "H", "H", "H", "H", "H", "H"], "xyz": [[-3.5432, -0.0462, -0.1016], [0.0251, 0.0186, -1.1008], [1.7637, 0.2350, 0.6260], [0.4912, 0.7470, -0.0533], [2.1279, -0.6943, 0.1153], [0.4643, -0.8662, -1.4471], [-2.9947, 0.6265, 0.9549], [1.6086, 0.2726, 1.7528], [-0.6411, 0.3795, -1.8748], [-2.2547, -0.4828, -0.3595], [0.1571, 1.7268, 0.4564], [2.5053, 0.9117, 0.3087]], "multiplicity": 1, "total_energy_ev": -68584.8342, "smiles": "[SeH2].C=CC", "total_charge": 0, "largest_force_ev_per_a": 3.22}



No. 17
{"formula": "C3H9BO", "method": "ωB97M-V/def2-TZVPD", "elements": ["O", "C", "C", "C", "B", "H", "H", "H", "H", "H", "H", "H", "H", "H"], "xyz": [[1.7164, -1.3726, 0.1165], [1.9279, 1.0814, 0.0371], [-0.7322, 0.1945, 0.0728], [-1.7706, -0.9448, 0.0042], [1.0096, -0.2152, -0.0197], [-2.8023, -0.6253, 0.3870], [-0.7309, 0.5546, 1.0075], [2.7972, 0.8174, 0.5387], [2.0478, 1.5428, -0.8726], [1.2727, -2.1919, -0.1120], [-1.8367, -1.4163, -0.9745], [1.4698, 1.8316, 0.7388], [-0.8554, 1.1117, -0.7029], [-1.3303, -1.6611, 0.5909]], "multiplicity": 1, "total_energy_ev": -5981.0220, "smiles": "CCB(C)O", "total_charge": 0, "largest_force_ev_per_a": 6.09}



No. 18
{"formula": "C3H9BO3", "method": "ωB97M-V/def2-TZVPD", "elements": ["O", "O", "O", "C", "C", "C", "B", "H", "H", "H", "H", "H", "H", "H", "H", "H"], "xyz": [[-3.4608, -0.2392, -0.8031], [-2.8555, 0.6597, 1.1013], [0.7892, -1.6142, 1.2000], [0.4165, -0.9553, 0.1073], [1.0204, 0.3721, -0.1286], [2.5357, 0.5040, -0.5331], [-2.4248, -0.0838, 0.0858], [-3.3046, -0.5529, -1.6515], [0.4464, 0.9352, -0.7884], [0.9406, 0.8927, 0.8801], [0.1626, -1.5978, -0.7795], [2.5286, 1.4780, -0.9894], [-3.7732, 0.9093, 1.0401], [0.8510, -1.0374, 1.9723], [3.0382, -0.3457, -1.1310], [3.0898, 0.6753, 0.4178]], "multiplicity": 1, "total_energy_ev": -10073.9042, "total_charge": 0, "largest_force_ev_per_a": 2.62}